76
Properties=species:S:1:pos:R:3:forces:R:3 method="wB97M-V/def2-TZVPD" spin_multiplicity=4 max_force_ev_per_a=0.34 charge=+2 s2=3.80 orbital_gap_ha="0.230 / 0.210" homo_energy_ev="-13.0 / -13.1"
Tc -0.2690 -0.0989 -0.3553 -0.3 0.0 -0.2
Br -4.8050 0.5509 5.8154 0.0 0.0 0.0
S 0.5697 3.9148 -2.0317 0.0 0.0 0.1
S -2.5316 0.4205 -1.1533 0.0 0.1 0.2
S 0.3307 0.8358 -2.4494 0.0 0.0 0.1
N -4.2643 -1.1267 0.2674 0.0 0.0 0.1
N -4.8689 1.0773 -0.0854 0.1 -0.1 -0.1
N 0.1079 2.1370 -0.2226 0.0 0.1 0.0
N -0.2481 -0.0473 1.8576 0.3 0.1 0.0
N 1.7935 -0.3746 0.1527 0.1 0.1 0.2
C 0.4358 -3.1996 1.2459 0.0 0.0 0.1
C 0.3281 4.4488 -0.3897 0.0 0.0 0.1
C -4.7774 2.3203 -0.8600 0.0 0.0 0.0
C 0.2136 -5.6832 0.0372 0.0 0.0 0.0
C -0.1007 -4.5195 -0.7038 0.0 0.0 0.0
C 3.3886 -0.1290 1.9249 -0.1 0.0 -0.1
C -1.3362 0.0566 2.7785 0.0 0.0 0.0
C 0.9434 0.0665 2.3221 -0.1 0.1 0.0
C -1.3013 -0.6437 3.9804 -0.1 -0.1 -0.1
C 0.1192 5.9328 1.4509 0.0 0.0 0.0
C -0.3448 -2.0698 -0.8695 0.1 -0.1 -0.2
C 0.3516 5.7500 0.1028 0.0 0.0 0.0
C 2.0927 -0.1327 1.4491 0.1 0.0 0.0
C 2.7790 -0.6622 -0.6910 0.0 -0.1 0.0
C -0.8215 -3.5304 -2.7870 0.0 0.0 0.0
C -5.6237 -1.6793 0.2584 0.0 0.0 0.0
C 0.6262 -5.6023 1.3366 0.0 0.0 0.0
C -0.1555 3.5541 1.8106 0.0 0.1 -0.1
C -2.4045 0.8876 2.4693 0.1 0.1 0.1
C -0.5093 -4.6380 -2.0539 0.0 0.0 -0.1
C -5.9027 1.1100 0.9497 0.0 -0.1 0.0
C -3.9798 0.0888 -0.1949 0.0 0.0 -0.1
C -3.4284 1.0443 3.3880 0.0 0.0 0.0
C -3.3999 0.3448 4.5880 0.1 -0.1 0.0
C -3.2296 -2.1265 0.5031 0.0 0.0 0.0
C 0.0826 3.3549 0.4509 0.0 0.0 0.0
C -0.7512 -2.2604 -2.1897 0.0 -0.1 0.1
C 0.3436 2.3034 -1.4984 0.1 -0.1 -0.1
C 0.7401 -4.3395 1.9432 0.0 0.0 0.0
C -2.3410 -0.5059 4.8849 -0.1 0.1 0.0
C 4.1084 -0.6898 -0.2823 0.0 0.0 0.0
C 4.4212 -0.4074 1.0325 0.0 0.0 0.0
C -0.1339 4.8460 2.2955 0.0 0.0 0.0
C 0.0027 -3.2379 -0.0990 0.1 0.0 -0.1
H -3.0623 -2.7350 -0.3884 0.0 0.0 0.0
H -5.7066 0.3585 1.7076 0.0 0.0 0.0
H -5.7789 2.7410 -0.9194 0.0 0.0 0.0
H 0.5267 -2.2509 1.7478 0.0 -0.1 0.0
H -0.3629 2.7195 2.4652 0.0 0.0 0.0
H -2.3317 -1.0605 5.8126 0.0 0.0 0.0
H 0.1226 -6.6450 -0.4514 0.0 0.0 0.0
H -6.8976 0.9607 0.5307 0.0 0.0 0.0
H -4.4168 2.1280 -1.8635 0.0 0.0 0.0
H -0.4984 -1.3375 4.1967 0.0 0.0 0.0
H -0.5693 -5.6257 -2.4935 0.0 0.0 0.0
H -4.1157 3.0347 -0.3665 0.0 0.0 0.0
H 5.4483 -0.4134 1.3701 0.0 0.0 0.0
H 4.8748 -0.9302 -1.0047 0.0 0.0 0.0
H -3.5609 -2.7637 1.3218 0.0 0.0 0.0
H -0.3162 5.0248 3.3464 0.0 0.0 0.0
H -6.2769 -1.0670 -0.3557 0.0 0.0 0.0
H -4.2470 1.7213 3.1864 0.0 0.0 0.0
H -1.1323 -3.6174 -3.8192 0.0 0.0 0.0
H -2.3930 1.4612 1.5504 0.0 0.0 0.0
H -1.0562 -1.4195 -2.7975 0.0 0.0 0.0
H -2.2977 -1.6510 0.7912 -0.1 -0.1 0.0
H 1.0724 -4.2702 2.9710 0.0 0.0 0.0
H -6.0352 -1.7759 1.2628 0.0 0.0 0.0
H -5.8692 2.0961 1.4131 0.0 0.0 0.0
H 0.5436 6.5930 -0.5460 0.0 0.0 0.0
H 3.5843 0.0743 2.9682 0.0 0.0 0.0
H 1.1183 0.2885 3.3731 0.0 0.0 0.0
H 2.4950 -0.8773 -1.7113 0.0 0.0 0.0
H 0.8623 -6.4965 1.8963 0.0 0.0 0.0
H 0.1315 6.9333 1.8599 0.0 0.0 0.0
H -5.5641 -2.6706 -0.1896 0.0 0.0 0.0



10
Properties=species:S:1:pos:R:3:forces:R:3 method="wB97M-V/def2-TZVPD" max_force_ev_per_a=2.27 smiles=COCC#N charge=0 orbital_gap_ha=0.427 e_above_lowest_kj_mol=136.2 homo_energy_ev=-10.8
O -0.2968 -1.2292 -0.0406 -0.5 0.2 -0.2
N 0.5338 2.0118 -0.6256 -0.1 0.2 -0.2
C 0.9037 -1.2291 0.6884 1.7 0.0 0.0
C -1.0015 -0.0339 0.0038 0.0 0.9 1.3
C -0.2059 1.1618 -0.4124 0.1 -0.7 0.2
H 1.1808 -2.3389 0.6634 0.2 1.8 0.2
H 1.6734 -0.5255 0.1383 -1.1 -1.6 1.2
H 0.8191 -0.8615 1.7775 -0.2 -0.5 -1.5
H -1.8805 -0.0986 -0.6099 -0.3 -0.2 -0.3
H -1.3327 0.1827 1.0557 0.2 -0.1 -0.7



94
Properties=species:S:1:pos:R:3:forces:R:3 method="wB97M-V/def2-TZVPD" max_force_ev_per_a=9.40 charge=0 orbital_gap_ha=0.236 e_above_lowest_kj_mol=98.0 homo_energy_ev=-6.4
S -34.8449 -7.5867 -11.2373 -0.6 -4.8 1.1
S -40.3477 -7.9124 -12.5382 -3.1 3.5 -0.5
S -38.0275 -7.3131 -6.9376 0.8 -2.4 -2.6
S -35.2606 -10.4924 -6.9315 -2.5 -7.0 -3.2
S -41.3376 -9.7360 -7.2426 -1.7 -0.2 -0.5
F -36.8207 -12.7710 -11.3746 -0.2 0.8 0.5
O -39.2644 -6.6082 -7.1624 -0.1 0.8 0.2
O -42.7552 -10.6987 -11.4377 -2.0 5.2 0.8
O -40.4225 -9.7878 -8.3261 1.6 0.3 -0.8
O -36.6558 -10.8891 -7.2586 2.1 1.0 1.4
O -34.8694 -9.1946 -6.7103 0.9 5.8 1.5
O -34.9302 -7.2474 -12.5932 1.0 1.6 -2.9
O -41.3059 -7.9151 -13.6140 -0.2 -0.6 -0.2
O -42.3696 -12.6800 -11.7138 -3.1 -7.4 -4.9
O -40.9914 -10.2385 -5.9503 0.6 0.3 0.9
O -39.4701 -8.9471 -12.2963 2.4 -4.1 1.0
O -35.0555 -9.0039 -10.9707 0.1 0.7 0.5
O -40.9506 -11.6517 -10.5772 3.7 1.2 2.7
O -37.6625 -8.3037 -7.9778 -0.7 1.4 1.3
N -37.9018 -10.4143 -10.0576 -5.4 -4.7 -4.4
C -39.3585 -6.4805 -12.7946 -1.6 -0.2 4.7
C -43.8185 -9.5549 -8.1271 -3.4 -3.1 -4.0
C -40.4784 -6.0914 -10.5343 -2.8 -0.8 -3.9
C -36.7721 -7.5069 -4.6145 1.1 -1.7 -1.5
C -40.0102 -5.4423 -11.9179 -0.3 2.1 1.0
C -43.9407 -11.0068 -12.2152 4.9 0.6 -3.7
C -33.4649 -12.3727 -7.8077 -1.6 -0.5 -0.8
C -33.3514 -7.1104 -10.3737 -0.6 0.2 0.5
C -43.6432 -8.2576 -7.4234 2.4 0.5 -0.1
C -33.8759 -5.7945 -9.6060 -1.1 -3.4 -0.1
C -35.2612 -5.3678 -10.0605 2.5 -1.6 -4.6
C -41.9316 -11.6632 -11.1881 -0.5 2.1 0.0
C -43.8507 -10.0187 -13.4927 0.0 -3.1 -1.6
C -43.6199 -12.4957 -12.4555 0.6 2.8 4.0
C -36.2308 -6.2353 -5.2388 3.3 -0.5 -2.1
C -34.2500 -11.1503 -8.2385 -0.9 2.9 -4.6
C -36.5640 -6.3616 -6.7228 2.9 1.6 -3.0
C -42.0673 -8.0635 -7.2315 -1.3 -0.9 -3.4
C -33.2274 -12.0299 -6.3271 1.2 2.0 -3.6
C -34.5239 -11.5376 -5.7299 2.2 0.3 2.4
C -41.2666 -7.4200 -11.0370 -0.9 -1.1 1.9
C -36.0419 -6.6487 -10.4617 -1.4 3.0 1.2
C -42.7851 -10.6952 -7.8004 -0.8 2.8 2.5
C -38.0215 -8.0389 -5.3340 -0.7 2.1 -0.3
H -44.7828 -10.7061 -11.7482 -2.7 0.3 2.2
H -41.4622 -8.3993 -10.3964 1.9 1.8 -0.6
H -33.8393 -5.9433 -8.5565 0.1 -0.4 1.0
H -33.0596 -7.9437 -9.6182 -0.4 1.4 -1.7
H -32.4645 -12.5312 -8.3352 -1.7 0.1 0.5
H -39.7519 -6.3741 -9.8955 3.3 -1.3 1.4
H -39.4591 -6.2501 -13.7317 -0.6 1.2 -5.5
H -44.2975 -13.0393 -11.9204 -1.9 -1.9 1.0
H -38.2437 -11.3650 -9.8150 0.9 -0.6 -0.5
H -38.8204 -10.0675 -10.0648 -1.2 2.3 0.3
H -32.6340 -12.9043 -6.1212 0.2 0.2 2.1
H -32.6895 -11.0058 -6.5069 0.4 -2.1 1.0
H -44.1335 -8.2832 -6.4529 -0.1 0.3 -0.1
H -42.3678 -7.3749 -11.1880 0.7 1.2 -1.0
H -36.2473 -7.1453 -9.4675 -0.8 0.2 -1.4
H -34.2154 -13.2648 -7.9250 1.8 1.2 0.1
H -33.2053 -5.1120 -9.8526 2.9 3.5 -0.7
H -38.3600 -6.6351 -12.5960 2.1 -0.7 0.7
H -35.0851 -5.9607 -5.1161 -1.7 -1.8 -0.4
H -35.7243 -4.7146 -9.4776 -2.2 2.2 3.3
H -45.0050 -9.7682 -8.1109 2.5 -0.5 0.9
H -44.0680 -7.5624 -8.1616 0.1 0.5 1.0
H -35.0274 -11.2495 -9.1087 1.5 -0.5 1.3
H -43.8540 -9.0561 -13.1534 -0.6 2.7 1.3
H -35.1113 -12.3479 -5.4221 -1.3 -0.8 0.7
H -43.8964 -9.4952 -9.2910 1.2 0.6 1.7
H -39.3007 -4.6129 -11.6718 -0.4 -0.6 -0.3
H -42.9879 -11.2338 -6.9051 -0.9 -0.1 1.1
H -40.8279 -4.9139 -12.5453 0.8 -1.1 1.5
H -41.5748 -7.5941 -8.1191 -0.8 -1.0 -0.3
H -37.8428 -9.0106 -5.5727 0.0 -3.1 -0.4
H -41.6562 -7.3235 -6.6527 0.5 1.0 3.1
H -42.8203 -9.9981 -13.9584 -1.2 -0.8 0.2
H -35.0483 -4.6634 -10.9228 -0.5 -1.2 0.1
H -42.4113 -11.4906 -8.3689 0.2 -0.4 -2.2
H -33.6830 -10.1623 -8.6283 -0.6 -2.4 1.0
H -40.9343 -5.3727 -9.8891 -1.5 0.4 -0.1
H -44.7110 -10.1001 -14.3001 1.8 -0.3 1.7
H -34.0726 -10.9114 -4.9190 -1.6 -0.4 0.0
H -36.6252 -5.3997 -7.3868 -0.2 -1.4 1.6
H -43.6998 -12.6469 -13.4394 1.0 -1.4 -3.8
H -36.8732 -6.2999 -11.2396 1.5 -1.6 2.1
H -36.4614 -5.2958 -4.8948 -2.3 1.9 1.4
H -37.0886 -7.3159 -3.6901 -0.9 0.8 4.1
H -36.0358 -8.3777 -4.5292 -0.7 1.5 -0.4
H -39.0743 -7.9070 -4.9937 1.1 0.1 0.5
H -32.6393 -6.9753 -11.2557 -0.5 0.1 1.6
H -37.5332 -10.5741 -10.9680 0.9 -0.4 -1.3
H -37.2938 -10.2680 -9.4158 4.9 2.5 5.6
H -35.7031 -6.9611 -7.2991 -2.1 0.9 1.5



89
Properties=species:S:1:pos:R:3:forces:R:3 method="wB97M-V/def2-TZVPD" spin_multiplicity=4 max_force_ev_per_a=3.01 charge=+1 s2=3.76 orbital_gap_ha="0.272 / 0.275" e_above_lowest_kj_mol=327.4 homo_energy_ev="-9.3 / -9.4"
Nd -1.4162 1.6170 0.2166 0.6 0.5 -1.0
Se 1.3780 1.0212 0.4925 0.9 0.3 0.2
Se -0.8355 2.2602 2.9773 0.9 0.6 0.5
P 1.1753 2.5314 2.0822 -0.2 -0.1 0.0
Si -3.2433 -1.2915 -0.2607 -0.1 0.0 0.0
Si -2.2373 3.3301 -2.3038 -0.2 -0.9 -0.6
O -0.2497 -4.6919 -0.1164 -0.7 -0.8 -0.2
O 1.3151 -3.2791 -1.0772 1.2 1.2 -0.3
C 2.3465 5.7319 -0.2612 -0.2 -0.1 0.3
C -0.6419 -4.5820 1.2842 -0.4 -0.4 -0.5
C -1.4446 1.6687 -2.3014 -0.1 -0.5 0.0
C 0.0581 -6.9013 -1.1226 -0.1 -0.1 -0.1
C 2.5241 2.4335 3.3126 0.4 0.2 0.1
C 0.6083 -4.6682 2.1181 0.7 0.0 0.2
C 2.2397 4.4379 0.2606 0.0 0.1 0.1
C 4.1280 3.5366 4.7507 0.2 0.3 0.1
C -1.8949 -0.4796 0.7228 0.9 -2.9 -0.3
C 4.2074 1.1351 4.4831 0.1 0.7 0.2
C 3.5658 -4.0717 -0.5391 1.1 -0.3 0.2
C -0.8332 -5.6893 -1.0176 -0.2 0.7 0.6
C 1.2830 -2.9312 -2.5292 0.5 -0.8 0.3
C 2.5481 -3.0136 -0.2837 -0.6 0.1 -0.8
C 0.5623 5.2320 1.8340 0.1 0.0 -0.2
C 3.0429 3.6170 3.8812 -0.2 -0.5 -0.2
C 1.6983 -1.5186 -2.7942 -0.3 0.7 0.0
C -4.1080 3.1348 -2.1166 0.0 0.3 0.0
C 4.7316 2.3171 5.0433 -0.6 -0.6 -0.4
C -1.8559 4.3293 -3.8268 0.0 0.5 -0.1
C -2.8650 -1.8117 -2.0708 -0.3 0.6 -0.1
C -3.8549 -2.9103 0.4743 -0.3 -0.3 0.6
C 1.5692 6.7709 0.2683 0.0 -0.2 0.0
C 3.1088 1.1995 3.6269 0.0 -0.1 -0.2
C 0.6706 6.5186 1.3056 0.1 -0.1 0.0
C 1.3475 4.1909 1.3186 -0.2 0.2 0.1
C -1.6809 4.2865 -0.7511 -0.4 0.6 0.8
C -4.5688 0.0684 -0.1658 -0.2 -0.7 -0.3
H -2.0479 0.9546 -2.9179 0.5 0.6 0.4
H -4.5202 4.1053 -2.4249 -0.2 -0.2 0.1
H 1.3468 -5.3498 1.6374 -0.5 0.4 0.4
H -0.1540 5.0192 2.6304 0.2 0.1 -0.2
H -1.9703 3.8581 0.2600 0.3 0.9 -0.8
H 4.6740 0.1830 4.7180 -0.1 0.1 -0.1
H 3.2465 -5.0999 -0.3679 -0.3 0.1 0.0
H -3.4404 -3.7776 -0.0627 -0.1 0.2 0.0
H 4.5287 4.4539 5.1972 -0.2 -0.4 -0.2
H 1.0638 -3.6663 2.2169 -0.1 -0.5 0.2
H -0.8996 4.8536 -3.6713 -0.3 0.0 -0.2
H 0.8228 -4.1398 -0.7153 -0.9 0.5 0.3
H -0.6001 4.4998 -0.7642 -0.2 -0.2 0.2
H -1.9768 -2.4439 -2.1192 0.1 -0.2 0.2
H -4.4949 0.6757 0.7520 0.0 -0.3 -0.2
H -3.6996 -2.3735 -2.5446 0.4 0.3 0.5
H 2.2053 -2.9533 0.7551 0.1 0.1 -0.4
H 1.6648 7.7820 -0.1285 0.0 -0.3 0.1
H -4.4453 2.9384 -1.0884 0.0 0.1 -0.2
H -2.6513 -0.9449 -2.7047 -0.1 -0.2 0.1
H -1.8524 -5.9299 -0.6517 0.6 0.1 -0.3
H 2.7025 -1.2848 -2.4492 0.1 -0.1 -0.1
H -2.6534 5.0674 -4.0052 0.4 0.0 -0.1
H -4.4914 0.7242 -1.0403 -0.2 -0.1 0.1
H 2.7225 0.2876 3.1505 0.2 0.4 0.3
H 4.0160 -4.0085 -1.5298 -0.2 0.0 -0.1
H -2.1734 5.2704 -0.6894 0.1 -0.2 -0.3
H 1.6644 -1.3394 -3.8774 0.0 -0.2 0.2
H 2.8855 -2.0489 -0.6545 0.0 0.0 0.5
H -0.8966 -5.1452 -1.9788 -0.2 -0.4 0.3
H -0.3886 1.6497 -2.6542 -0.5 0.1 0.1
H 3.0394 5.9430 -1.0762 -0.2 -0.1 0.2
H 4.4017 -3.9047 0.1454 0.0 0.0 0.1
H 1.9327 -3.6527 -3.0321 0.0 0.1 0.0
H -1.1726 -3.6258 1.4224 0.2 -0.4 -0.2
H 0.1762 -7.4103 -0.1550 -0.1 0.1 -0.3
H 2.6129 4.5888 3.6290 0.1 -0.3 0.1
H -1.7625 3.6883 -4.7171 -0.1 0.2 0.4
H 0.3828 -5.0567 3.1180 0.1 0.2 -0.2
H -4.5358 2.3623 -2.7680 0.1 0.2 0.1
H -4.9617 -3.0079 0.4754 0.6 0.0 0.0
H -1.8492 -0.6894 1.7999 -0.5 0.0 0.0
H 1.0101 -0.7963 -2.3407 0.0 -0.2 0.0
H -3.4877 -2.9845 1.5138 -0.4 0.0 -0.3
H -0.8611 -0.8439 0.4005 -0.8 0.3 0.1
H 2.8440 3.6233 -0.1537 -0.3 0.3 0.2
H 0.0542 7.3201 1.7147 0.2 -0.2 -0.1
H -5.5472 -0.4327 -0.1740 0.0 0.5 -0.1
H 5.6039 2.2672 5.6890 -0.2 0.1 -0.1
H -1.3443 -5.4013 1.4997 0.2 0.2 -0.1
H 1.0542 -6.6466 -1.5087 -0.2 0.0 0.1
H -0.4142 -7.5675 -1.8502 0.2 -0.2 0.2
H 0.2581 -3.1186 -2.8241 -0.2 0.0 0.1